(1)
115
Properties=species:S:1:pos:R:3:forces:R:3:mulliken_charge:R:1 method="wB97M-V/def2-TZVPD" orbital_gap_ha=0.276 charge=+1
C -7.8345 0.4958 -2.3801 0.31 0.03 -0.10 -1.233
C -7.1547 -0.5360 -3.2886 -0.44 -0.01 0.60 -0.050
O -5.7530 -0.3061 -3.3724 0.05 0.19 -0.20 -0.318
C -5.2619 -0.1720 -4.6792 0.04 0.04 -0.13 -0.293
C -3.9883 0.6409 -4.6420 -0.46 0.12 0.01 -0.813
O -3.0134 0.0889 -3.7568 0.23 0.23 -0.17 -0.241
C -2.0616 -0.7057 -4.3513 -0.21 -0.32 0.09 -0.579
N -0.8672 -0.6356 -3.4872 -0.03 0.00 -0.13 0.207
C 0.2995 -1.2043 -3.7453 0.05 0.03 0.15 -0.199
N 1.1144 -0.9381 -2.7187 -0.08 -0.09 -0.23 0.169
C 0.4658 -0.1868 -1.7765 -0.90 0.44 0.03 -0.084
C 1.0409 0.2922 -0.4766 -0.02 -0.51 -0.04 -0.601
C 2.4027 -0.3048 -0.0913 -0.31 -0.22 0.16 -0.828
C 2.2730 -1.4008 0.9633 0.13 -0.06 0.36 -0.605
C 3.6319 -1.9685 1.3821 0.09 -0.13 -0.42 -1.145
C 4.0976 -3.1267 0.4885 -0.39 0.17 0.00 -0.240
C 3.4096 -4.4630 0.8275 0.19 0.14 0.28 -0.783
C 4.3357 -5.5706 1.3430 -0.05 -0.14 -0.28 -1.044
C 5.5865 -5.8977 0.5211 0.11 -0.18 0.13 -0.466
O 5.4068 -6.9832 -0.3745 -0.08 0.20 -0.02 -0.308
C 4.7111 -6.6486 -1.5598 0.04 -0.13 -0.07 -0.769
C -0.8081 0.0045 -2.2758 1.06 -0.10 0.48 -0.395
H -8.4697 1.1669 -2.9520 -0.10 0.06 0.05 0.302
H -8.4195 0.0139 -1.6021 -0.17 0.00 -0.02 0.329
H -7.0746 1.0969 -1.8840 0.07 0.01 0.02 0.283
H -7.3154 -1.5258 -2.8602 0.12 -0.15 -0.13 0.218
H -7.6269 -0.5201 -4.2690 0.16 -0.07 -0.19 0.287
H -5.9680 0.3781 -5.3099 -0.03 0.01 -0.07 0.464
H -5.1017 -1.1427 -5.1660 0.03 -0.12 0.08 0.199
H -3.5949 0.7543 -5.6545 0.15 -0.07 -0.04 0.431
H -4.2272 1.6348 -4.2688 0.10 0.01 0.17 0.308
H -2.3755 -1.7522 -4.3933 0.05 -0.08 -0.01 0.340
H -1.7855 -0.3768 -5.3546 0.04 0.14 -0.04 0.387
H 0.5446 -1.7881 -4.6129 0.02 -0.01 -0.06 0.467
H 2.0696 -1.2495 -2.6541 0.07 -0.03 0.02 0.205
H 1.0574 1.3783 -0.4386 0.08 0.08 -0.10 0.346
H 0.3222 -0.0201 0.2824 -0.06 0.19 0.12 0.376
H 2.9225 -0.7287 -0.9538 0.24 0.20 -0.09 0.472
H 3.0153 0.4838 0.3365 0.09 0.10 -0.16 0.142
H 1.6270 -2.2134 0.6161 -0.08 -0.01 -0.06 0.319
H 1.7886 -0.9705 1.8410 -0.11 0.09 -0.03 0.474
H 3.5977 -2.3093 2.4159 0.05 0.02 0.10 0.437
H 4.3734 -1.1699 1.3174 0.01 0.10 0.19 0.401
H 3.8515 -2.8659 -0.5462 0.22 0.05 -0.11 0.087
H 5.1813 -3.1941 0.5455 0.08 -0.15 -0.02 0.492
H 2.8343 -4.8304 -0.0200 -0.03 -0.03 -0.09 0.426
H 2.6886 -4.2605 1.6224 -0.18 -0.10 -0.05 0.487
H 3.7634 -6.4990 1.3828 -0.01 -0.07 0.15 0.374
H 4.6364 -5.3653 2.3701 0.06 0.21 0.04 0.404
H 6.3688 -6.2168 1.2075 0.07 -0.09 -0.03 0.325
H 5.9836 -5.0400 -0.0280 -0.06 0.14 0.00 0.354
H 5.3792 -6.6770 -2.4236 0.11 -0.02 0.00 0.273
H 4.2726 -5.6524 -1.5118 -0.07 0.06 0.04 0.279
H 3.9184 -7.3781 -1.7228 -0.09 0.00 -0.02 0.278
H -1.6290 0.5434 -1.8461 -0.15 -0.04 -0.12 0.646
C 4.3418 3.5615 1.5665 0.05 -0.01 -0.07 -1.063
S 2.5954 3.7170 1.9518 0.00 0.09 0.26 0.551
O 1.9568 2.4234 1.5594 0.01 -0.06 -0.23 -0.556
C 2.2080 4.9075 0.6702 -0.03 0.01 -0.09 -1.060
H 4.7675 2.8250 2.2447 -0.03 0.00 0.03 0.315
H 4.4617 3.2306 0.5343 -0.03 0.01 0.00 0.320
H 4.8300 4.5234 1.7192 0.00 0.00 0.02 0.405
H 2.4706 4.4935 -0.3042 0.02 -0.03 0.02 0.381
H 2.7581 5.8282 0.8595 -0.02 0.01 0.04 0.397
H 1.1402 5.1087 0.7200 0.00 0.01 0.07 0.308
C -1.3203 5.3290 5.3857 -0.04 -0.09 -0.08 -0.860
S 0.1116 6.4089 5.3964 -0.06 0.12 0.11 0.587
O 0.4328 6.7146 3.9676 0.07 -0.05 -0.10 -0.639
C 1.2935 5.1752 5.9393 0.07 -0.08 -0.02 -0.911
H -2.1755 5.9040 5.0358 -0.01 0.01 0.04 0.212
H -1.1416 4.4880 4.7143 0.04 0.02 -0.01 0.243
H -1.5140 4.9748 6.3979 0.00 0.04 0.02 0.402
H 1.2980 4.3418 5.2355 -0.03 0.03 -0.03 0.243
H 1.0231 4.8365 6.9388 0.01 0.03 0.02 0.404
H 2.2723 5.6488 5.9693 -0.03 0.06 0.03 0.294
C 1.7093 10.0795 5.3318 -0.05 0.02 -0.06 -0.820
S 2.8961 9.5104 6.5541 0.02 0.00 -0.10 0.503
O 2.2000 8.4900 7.3826 -0.01 -0.08 0.02 -0.585
C 2.9386 11.0286 7.5130 -0.04 0.06 0.04 -0.969
H 1.5033 9.2489 4.6571 0.01 -0.04 0.03 0.210
H 0.7908 10.3833 5.8339 0.01 -0.02 0.04 0.281
H 2.1369 10.9125 4.7735 0.01 -0.01 0.00 0.399
H 1.9337 11.2661 7.8615 -0.01 -0.04 -0.01 0.305
H 3.3323 11.8351 6.8946 0.01 -0.01 -0.01 0.366
H 3.5959 10.8653 8.3641 0.01 -0.04 -0.01 0.324
C -10.1158 -4.2604 -5.1917 -0.04 -0.07 -0.04 -1.040
S -8.7282 -3.1211 -5.2160 -0.12 -0.06 0.08 0.643
O -8.4704 -2.7620 -6.6338 0.08 0.02 -0.01 -0.652
C -7.4853 -4.3329 -4.7472 0.04 -0.07 0.03 -0.942
H -11.0008 -3.7097 -5.5020 0.02 0.03 -0.01 0.332
H -9.9272 -5.0788 -5.8862 0.02 0.02 -0.02 0.342
H -10.2554 -4.6388 -4.1792 0.00 0.02 0.01 0.347
H -7.4815 -5.1477 -5.4708 -0.01 0.03 -0.03 0.422
H -7.7030 -4.7080 -3.7471 0.00 0.01 0.00 0.357
H -6.5179 -3.8338 -4.7478 -0.02 0.04 0.00 0.187
C -5.0974 4.3711 1.8241 -0.09 -0.02 -0.03 -1.008
S -4.0239 5.4972 2.7257 0.12 -0.03 -0.12 0.641
O -4.6301 5.7032 4.0647 -0.02 0.01 0.04 -0.626
C -4.4066 6.9501 1.7415 -0.05 0.06 -0.04 -0.965
H -5.0428 3.4001 2.3116 0.02 0.01 0.03 0.316
H -6.1219 4.7418 1.8535 0.01 0.02 0.03 0.324
H -4.7487 4.2866 0.7947 0.02 0.00 0.01 0.356
H -5.4788 7.1421 1.7784 0.00 -0.02 0.04 0.329
H -4.0789 6.7884 0.7147 0.02 0.00 0.01 0.347
H -3.8652 7.7904 2.1703 0.02 -0.02 0.03 0.303
C 6.4945 -9.8788 -0.8288 0.11 -0.08 0.06 -0.903
S 6.3707 -10.9485 -2.2648 -0.01 0.04 -0.04 0.503
O 5.7379 -12.2139 -1.8155 -0.01 -0.02 0.03 -0.624
C 8.1329 -11.2681 -2.4201 0.08 0.00 0.02 -0.900
H 5.4891 -9.5965 -0.5323 -0.04 0.01 -0.02 0.250
H 6.9817 -10.4169 -0.0150 -0.01 -0.05 -0.04 0.433
H 7.0561 -8.9832 -1.0881 -0.02 0.04 -0.01 0.302
H 8.5024 -11.7147 -1.4972 -0.04 -0.01 0.01 0.294
H 8.6536 -10.3340 -2.6312 -0.01 0.00 -0.01 0.327
H 8.2730 -11.9608 -3.2469 -0.04 0.00 -0.01 0.326

(2)
21
Properties=species:S:1:pos:R:3:forces:R:3:nbo_charge:R:1 method="wB97M-V/def2-TZVPD" orbital_gap_ha=0.208 charge=-1
N -0.0753 1.0256 -2.1103 2.68 -0.62 1.96 -0.851
C -0.2350 0.5817 -0.6383 2.93 -1.29 -2.41 0.021
C 0.2192 -0.7543 -0.3288 -0.31 -0.55 -3.50 0.015
C 0.1949 -2.0146 -1.3723 0.46 3.84 -3.48 -0.086
O -0.4147 -1.7802 -2.6227 0.96 -0.06 2.37 -0.942
C -0.0680 1.6604 0.3915 1.62 0.39 1.17 -0.258
N -0.5637 1.2921 1.6992 1.46 -0.45 -0.86 -0.782
C 0.6251 1.2388 2.5308 -0.18 0.48 0.92 -0.422
H -0.2484 0.1644 -2.6844 0.30 0.10 0.49 0.429
H 1.0691 1.1407 -2.0931 -3.65 -0.36 -0.39 0.338
H -1.0798 -0.2051 -0.3654 -1.36 0.12 0.07 0.317
H 0.4950 -1.0819 0.6192 0.04 0.15 2.10 0.216
H -2.0983 -2.3380 0.4457 0.84 -0.64 0.38 -0.012
H 1.2864 -2.3300 -1.5302 -0.68 0.48 0.72 0.151
H -0.2794 -2.7709 -0.8492 -0.99 -1.83 1.55 0.151
H -0.2973 2.6133 -0.1239 -0.71 -0.05 0.38 0.167
H 1.1080 1.7692 0.5011 -1.59 -0.23 -0.78 0.148
H -2.6552 -1.9508 0.2251 -0.92 0.60 -0.35 0.009
H 0.3879 0.7057 3.5135 0.41 1.03 -0.92 0.171
H 1.5816 0.7337 2.1273 -0.98 -0.14 -0.10 0.099
H 1.0478 2.3003 2.6651 -0.32 -0.96 0.69 0.122

(3)
70
Properties=species:S:1:pos:R:3:forces:R:3:nbo_charge:R:1 method="wB97M-V/def2-TZVPD" orbital_gap_ha=0.236 charge=+2
La 0.7303 1.8650 -0.1014 0.20 0.44 -0.44 2.180
C -0.7905 -3.7465 1.2238 0.02 -0.05 -0.07 -0.640
C 0.5790 -3.5997 0.6179 0.01 0.04 0.00 0.017
C 1.2476 -4.7384 0.1706 -0.02 -0.06 0.02 -0.200
C 2.5333 -4.6794 -0.3409 -0.03 0.03 0.03 -0.169
C 3.1920 -3.4601 -0.4222 0.09 0.00 -0.07 -0.218
C 2.5376 -2.3115 -0.0200 -0.13 -0.03 0.03 -0.175
C 1.2382 -2.3697 0.4955 -0.07 0.15 -0.09 -0.371
P 0.5582 -0.7652 1.0020 0.09 -0.49 0.74 0.728
C -1.2630 -0.7508 0.7786 0.26 0.36 -0.04 -0.392
C -1.6159 -0.7846 -0.5822 0.08 0.07 0.04 -0.186
C -2.9292 -0.6350 -0.9873 -0.13 0.02 -0.02 -0.230
C -3.9102 -0.4283 -0.0275 0.00 -0.01 -0.07 -0.172
C -3.5699 -0.3955 1.3142 0.02 -0.01 0.04 -0.196
C -2.2550 -0.5555 1.7548 -0.06 0.02 -0.02 0.016
C -1.9878 -0.5399 3.2354 -0.04 0.06 -0.03 -0.644
C 1.1128 -0.4750 2.7067 0.00 -0.18 -0.06 -0.412
C 1.5313 -1.5650 3.4757 -0.04 0.05 0.01 -0.183
C 2.0610 -1.3770 4.7375 -0.01 -0.10 -0.08 -0.211
C 2.1992 -0.0843 5.2243 0.05 0.04 0.02 -0.164
C 1.8029 0.9978 4.4573 0.07 -0.10 0.03 -0.238
C 1.2400 0.8411 3.1855 -0.15 0.08 0.36 0.104
C 0.7521 2.0557 2.4416 0.00 -0.72 -0.45 -1.144
H -0.9117 -4.7478 1.6331 0.00 0.01 0.02 0.240
H -1.5703 -3.6032 0.4718 -0.03 0.04 0.05 0.230
H -0.9592 -3.0256 2.0227 -0.02 -0.08 0.03 0.213
H 0.7508 -5.6979 0.2531 0.01 0.01 0.01 0.228
H 3.0293 -5.5879 -0.6564 -0.01 0.01 -0.01 0.235
H 4.2039 -3.4089 -0.8025 -0.02 0.02 0.01 0.234
H 3.0362 -1.3532 -0.0997 0.05 0.01 -0.02 0.212
H -0.8397 -0.9690 -1.3218 0.00 0.03 -0.01 0.215
H -3.1930 -0.6760 -2.0362 0.04 -0.02 0.00 0.225
H -4.9434 -0.3036 -0.3241 0.00 -0.01 0.01 0.235
H -4.3496 -0.2543 2.0531 0.02 -0.01 0.01 0.231
H -2.9040 -0.7540 3.7832 0.00 0.00 -0.03 0.238
H -1.6339 0.4402 3.5635 0.06 -0.03 0.03 0.229
H -1.2383 -1.2701 3.5248 0.03 -0.03 0.05 0.234
H 1.4510 -2.5646 3.0664 0.01 -0.02 0.05 0.223
H 2.3771 -2.2293 5.3235 0.00 0.03 0.02 0.234
H 2.6203 0.0784 6.2080 0.00 0.02 -0.01 0.232
H 1.9252 1.9962 4.8595 -0.05 0.02 -0.02 0.213
H 1.2521 2.9343 2.8614 -0.04 0.09 -0.07 0.214
H -0.3245 2.1911 2.6501 -0.06 0.03 0.02 0.215
N 0.6228 4.9987 1.1324 0.08 -0.12 -0.08 -0.641
N 0.1727 5.9103 0.1720 -0.03 0.17 0.08 -0.399
C -0.3565 5.4700 -0.9720 0.09 -0.15 -0.37 0.644
N -0.7721 6.3356 -1.8770 -0.05 0.02 0.03 -0.734
N -0.4006 4.1219 -1.0658 0.14 -0.38 0.42 -0.553
N -0.8405 3.4916 -2.1572 -0.48 0.61 -1.01 0.631
O -0.8894 2.2509 -2.0281 -0.22 0.31 0.04 -0.492
O -1.1288 4.0502 -3.2002 0.02 -0.23 0.35 -0.371
H -0.0425 4.9415 1.8963 -0.03 -0.02 0.08 0.392
H 1.5081 5.3239 1.5002 0.09 0.00 0.02 0.394
H 0.1645 6.8999 0.3726 -0.01 0.02 0.07 0.410
H -0.7058 7.3307 -1.7305 0.01 -0.01 0.05 0.430
H -1.1264 5.9984 -2.7569 -0.05 -0.08 -0.09 0.457
C -0.9949 0.4028 -5.6634 -0.05 -0.05 -0.06 -0.443
N -0.0952 0.7000 -4.5622 -0.06 0.00 -0.11 -0.550
C 0.5079 -0.2088 -3.8013 -0.09 0.03 0.04 0.388
S 1.6213 0.2815 -2.5845 0.31 0.12 0.36 -0.401
N 0.2611 -1.4894 -4.0515 -0.13 -0.02 -0.11 -0.559
C 0.8126 -2.6480 -3.3674 0.12 -0.19 0.06 -0.427
H -1.3009 1.3373 -6.1231 0.00 0.01 0.03 0.245
H -1.8914 -0.1188 -5.3199 0.01 0.01 0.02 0.209
H -0.4994 -0.1955 -6.4311 0.02 0.01 0.02 0.217
H 0.0733 1.6600 -4.3276 0.08 0.05 0.02 0.423
H -0.3229 -1.6967 -4.8489 0.00 0.05 0.04 0.412
H 1.3074 -2.3382 -2.4552 0.02 0.05 0.10 0.243
H 1.5361 -3.1630 -3.9998 -0.01 0.06 -0.02 0.225
H 0.0072 -3.3397 -3.1231 -0.01 0.04 0.00 0.220

no.,strongest force on any atom (eV/Å),HOMO energy (eV)
1,1.167,-9.88
2,5.200,-2.61
3,1.270,-12.76